[1]
Computed, not measured: a 2-piece molecular cluster, C11H19INO2 overall, with ωB97M-V with the def2-TZVPD basis set.

The geometry in ORCA input format:
```
! RIJCOSX wB97M-V def2-TZVPD def2/J DEFGRID3
* xyz -1 1
C -1.20258 2.21047 1.01157
C 1.33683 -1.23607 -0.27530
C 1.05367 -0.20036 -1.32427
C -0.48150 -0.28831 1.24921
C -0.45109 0.91937 0.41463
C 0.14100 -1.61064 0.64720
C 0.52457 1.10338 -0.72112
C -0.84669 -2.49961 -0.15343
C 0.71116 -2.32341 1.84084
C 1.71817 1.88267 -0.00994
C -0.02339 2.11366 -1.77409
N -2.72409 0.30475 -1.28711
O -2.25763 2.62857 0.51837
O -0.53021 2.61031 1.98244
I -4.18428 -0.53899 -0.11462
H 1.59063 -2.06026 -0.87681
H 2.23353 -0.79716 0.20182
H 2.03387 0.18612 -1.94674
H 0.27311 -0.61944 -2.14436
H -0.09114 0.05934 2.14728
H -1.47685 -0.42050 1.61275
H -1.71775 -2.35150 0.44553
H -0.57478 -3.53204 -0.20150
H -1.04966 -2.10874 -1.15666
H 1.25150 -1.71717 2.42355
H 1.39134 -3.20493 1.48124
H 0.06633 -2.88332 2.49968
H 2.37000 2.17680 -0.70277
H 2.36925 1.29319 0.70415
H 1.48365 2.72242 0.69667
H 0.76784 2.52562 -2.22541
H -0.63415 2.91326 -1.37263
H -0.49176 1.46198 -2.40757
H -2.57889 1.28054 -1.18262
*
```

Gap between HOMO and LUMO (spin up / spin down) (eV): 7.35 / 5.71
E_HOMO (spin up / spin down) (eV): -4.44 / -2.97



[2]
Computed, not measured: one molecule with the formula C2H5OPS2, with ωB97M-V with the def2-TZVPD basis set.

The geometry in ORCA input format:
```
! RIJCOSX wB97M-V def2-TZVPD def2/J DEFGRID3
* xyz 0 1
O -2.37057 -0.38456 1.39805
P -3.02549 -0.20645 0.09952
S -1.52261 0.79070 -1.09236
C -0.04497 0.81757 -0.06001
C 1.21732 0.00434 -0.43220
S 0.92750 -1.81517 -0.60894
H -0.22568 0.63266 0.99349
H 0.43291 1.75325 0.08920
H 1.64822 0.15830 -1.42914
H 1.81597 0.25872 0.35143
H 1.14739 -2.00935 0.69097
*
```

Gap between HOMO and LUMO (eV): 8.54
Energy relative to the best compared isomer or geometry (same formula, charge and spin) (eV): 0.631
E_HOMO (eV): -9.21
SMILES: O=PSCCS



[3]
Computed, not measured: C24H32AsNOPtSTe as an isolated structure, with ωB97M-V with the def2-TZVPD basis set.

The geometry in ORCA input format:
```
! RIJCOSX wB97M-V def2-TZVPD def2/J DEFGRID3
* xyz 0 1
Pt 0.83036 -0.55078 0.63698
S 1.36608 -0.10064 2.82427
C 3.03963 0.10212 2.30050
C 4.13884 0.43130 3.09407
C 5.36993 0.54262 2.48100
C 5.49429 0.32812 1.10988
C 4.35563 0.01048 0.39479
N 3.16390 -0.09906 0.97718
H 4.01457 0.59427 4.15544
H 6.24216 0.79975 3.06890
H 6.45068 0.41224 0.61360
H 4.37600 -0.16001 -0.67539
C -0.89903 -1.52812 -2.73927
C 0.58579 -1.27148 -2.49248
C 1.33353 -2.58326 -2.28855
C 1.19077 -0.53195 -3.68606
O 0.75896 -0.41311 -1.38473
H -1.04935 -2.25765 -3.53869
H -1.40303 -0.60195 -3.01741
H -1.37532 -1.89722 -1.83086
H 1.25121 -3.22175 -3.17019
H 0.92943 -3.13305 -1.43799
H 2.38974 -2.38842 -2.09186
H 1.07890 -1.11321 -4.60428
H 2.25145 -0.34399 -3.51369
H 0.69371 0.43012 -3.82008
C -0.63094 -2.84253 2.93299
As 0.07096 -2.73086 1.12904
C 1.38089 -4.15902 1.17317
C -1.40640 -3.56869 0.18692
H -0.86826 -3.87601 3.18560
H -1.53288 -2.23360 2.99170
H 0.10531 -2.44313 3.62567
H 0.91528 -5.05554 1.58259
H 2.21021 -3.85048 1.80792
H 1.75862 -4.36384 0.17408
H -1.77586 -4.39506 0.79382
H -1.08958 -3.94358 -0.78430
H -2.19635 -2.83307 0.04128
Te 0.10212 1.87681 -0.62275
C -0.66688 3.61017 0.38024
C -0.79727 4.79502 -0.33532
C -1.43144 5.89445 0.23226
C -1.93553 5.81475 1.52076
C -1.79200 4.63921 2.24739
C -1.15905 3.54363 1.68062
C -1.91840 1.23023 -0.81130
C -2.53968 0.38208 0.09291
C -3.87046 0.02684 -0.08678
C -4.59213 0.51849 -1.16453
C -3.98029 1.38758 -2.05724
C -2.65139 1.74338 -1.87689
H -0.40890 4.86637 -1.34508
H -1.53227 6.81111 -0.33535
H -2.44146 6.66512 1.95969
H -2.17428 4.57691 3.25862
H -1.04855 2.62975 2.25384
H -1.98850 0.00890 0.94859
H -4.34566 -0.63521 0.62737
H -5.62878 0.23887 -1.30028
H -4.53482 1.78888 -2.89585
H -2.18419 2.42667 -2.57643
*
```

Gap between HOMO and LUMO (eV): 7.65
Energy relative to the best compared isomer or geometry (same formula, charge and spin) (eV): 0.909
E_HOMO (eV): -7.31



[4]
Computed, not measured: a 2-piece molecular cluster, C15H14N3O6PS overall, with ωB97M-V with the def2-TZVPD basis set.

The geometry in ORCA input format:
```
! RIJCOSX wB97M-V def2-TZVPD def2/J DEFGRID3
* xyz 0 1
C 6.50535 -0.53602 0.22054
C 5.29189 -1.40829 0.23491
C 5.43299 -2.80068 0.02668
N 4.44694 -3.64169 0.02916
C 3.22218 -3.07693 0.25292
C 2.09552 -3.90737 0.29831
C 0.85501 -3.38984 0.50888
C 0.64506 -2.00336 0.67702
P -1.09967 -1.53509 0.93281
N -2.02524 -2.43318 0.06895
O -1.39018 0.01356 0.67630
O -1.42905 -1.63128 2.49322
C 1.74731 -1.17399 0.65351
S 1.62559 0.59827 0.84995
C 3.05474 -1.70452 0.44168
N 4.12869 -0.86018 0.43022
H 7.08021 -0.70869 1.12585
H 7.10288 -0.67849 -0.67156
H 6.16991 0.49307 0.23430
H 6.42633 -3.19242 -0.13967
H 2.23686 -4.96579 0.16957
H 0.00256 -4.04628 0.55694
H -1.51488 -3.08920 -0.50311
H -0.94757 0.25609 -0.14888
H -1.73682 -0.76435 2.79206
H 1.39448 0.63599 2.16965
O -6.48164 4.59868 -0.66722
C -5.44745 3.99618 -0.88249
C -4.80994 3.91917 -2.18591
C -3.67769 3.21860 -2.32932
O -3.03761 3.10216 -3.48614
C -3.03783 2.50015 -1.17383
O -2.01744 1.87373 -1.39170
C -3.66192 2.59176 0.13182
C -4.79331 3.29414 0.27610
O -5.42303 3.42492 1.43653
H -5.27998 4.43811 -3.00900
H -2.25913 2.54066 -3.30965
H -3.18408 2.07845 0.95385
H -6.21004 3.97397 1.25674
*
```

Gap between HOMO and LUMO (eV): 7.42
E_HOMO (eV): -8.92
SMILES: Cc1cnc2ccc(P(=N)(O)O)c(S)c2n1.O=C1C=C(O)C(=O)C=C1O



[5]
Computed, not measured: C17H33O17Rb as an isolated structure, with ωB97M-V with the def2-TZVPD basis set.

The geometry in ORCA input format:
```
! RIJCOSX wB97M-V def2-TZVPD def2/J DEFGRID3
* xyz 0 1
Rb -8.05913 -13.53411 9.95662
C -3.99626 -11.88365 8.17418
C -5.29073 -12.53215 8.61505
O -6.29955 -11.80758 8.46903
O -5.33102 -13.65330 9.17992
H -3.75335 -10.96152 8.69843
H -4.07845 -11.68584 7.10488
H -3.21276 -12.59711 8.37334
C -7.76843 -8.89804 9.16849
O -7.84394 -9.44308 7.80329
C -8.42825 -10.60104 7.71046
O -9.20797 -11.13425 8.46466
O -8.21355 -11.15567 6.55395
C -7.30322 -10.57989 5.57314
H -6.93885 -9.38606 9.68923
H -8.77294 -9.05426 9.64951
H -7.51656 -7.84614 9.08745
H -7.38989 -9.44424 5.47848
H -7.58724 -11.00900 4.63024
H -6.31226 -10.75718 5.93561
C -5.03140 -11.70138 12.11743
O -5.35959 -12.26888 13.38065
C -6.32414 -13.24404 13.46197
O -7.12706 -13.49882 12.59418
O -6.37163 -13.63976 14.75820
C -7.42235 -14.56772 15.11622
H -4.33720 -10.93045 12.44007
H -5.92566 -11.37606 11.64646
H -4.54465 -12.37555 11.48091
H -7.53438 -14.42873 16.22704
H -7.26446 -15.62783 14.84544
H -8.37243 -14.20804 14.70326
C -11.38332 -17.14306 8.38491
O -12.07317 -15.94884 7.99931
C -11.83417 -14.82813 8.73489
O -11.12358 -14.60617 9.70829
O -12.66439 -13.94204 8.24148
C -12.81826 -12.79505 9.07358
H -11.93162 -17.98739 7.99308
H -11.33058 -17.25183 9.47267
H -10.35166 -17.11719 7.98300
H -11.91694 -12.14198 9.05522
H -13.17395 -13.04962 10.11551
H -13.63721 -12.19612 8.68815
C -5.75190 -16.24030 10.29764
O -5.24091 -17.50826 10.80786
C -5.85389 -17.86281 11.92034
O -6.81649 -17.34171 12.47118
O -5.23062 -18.87544 12.51176
C -5.78846 -19.29411 13.75517
H -6.74363 -16.39366 9.89207
H -5.04587 -16.08646 9.39499
H -5.60978 -15.41110 11.00469
H -5.03116 -19.94026 14.19102
H -6.67915 -19.86828 13.55680
H -6.00857 -18.44768 14.36943
C -6.26855 -15.14668 6.47355
O -7.21820 -14.43641 5.63522
C -8.35781 -14.18044 6.25097
O -8.69439 -14.45415 7.36552
O -9.17398 -13.78373 5.29712
C -10.47325 -13.32480 5.74122
H -5.90988 -14.45310 7.26971
H -5.45361 -15.44333 5.81162
H -6.78460 -15.98289 6.96173
H -11.23038 -14.10560 5.63731
H -10.69005 -12.41767 5.21709
H -10.52362 -13.09013 6.79041
*
```

Gap between HOMO and LUMO (eV): 8.83
E_HOMO (eV): -8.55



[6]
Computed, not measured: a 11-piece molecular cluster, C42H78O18 overall, with ωB97M-V with the def2-TZVPD basis set.

The geometry in ORCA input format:
```
! RIJCOSX wB97M-V def2-TZVPD def2/J DEFGRID3
* xyz 0 1
C -3.91018 5.00468 -2.64698
O -4.47478 4.71986 -1.36536
C -4.28651 3.51015 -0.82819
O -4.71335 3.22795 0.25657
O -3.57023 2.71745 -1.63823
C -3.09123 1.47960 -1.09960
H -4.07046 6.05995 -2.84638
H -4.36226 4.42447 -3.45075
H -2.84614 4.79432 -2.59204
H -3.14950 0.67358 -1.82473
H -3.69617 1.15197 -0.25827
H -2.06961 1.63022 -0.75299
C 4.13919 2.08311 -4.27966
O 3.79387 1.33354 -3.13418
C 4.29836 1.79469 -1.99039
O 5.15250 2.63174 -1.88876
O 3.72355 1.11754 -0.99844
C 4.25892 1.39582 0.29699
H 3.96206 3.15375 -4.15079
H 3.49555 1.74574 -5.09049
H 5.18403 1.95118 -4.56098
H 3.80328 0.68550 0.97998
H 4.02950 2.42005 0.59389
H 5.34357 1.29034 0.29264
O -1.14170 -3.65768 5.11308
C -0.60726 -2.58771 5.11918
C 0.61360 -2.16102 5.90752
C 1.06299 -0.87308 5.20807
C -0.20930 -0.39697 4.51317
O -1.03308 -1.57846 4.34020
H 0.37256 -1.98291 6.95471
H 1.37299 -2.93738 5.87283
H 1.40129 -0.10159 5.89966
H 1.88632 -1.03873 4.51248
H -0.77913 0.30176 5.12425
H -0.06331 0.07260 3.54506
O 6.30587 -1.88804 -1.28758
C 5.23817 -2.08343 -1.78938
C 3.86880 -2.13505 -1.09803
C 2.91891 -1.83605 -2.26722
C 3.69701 -2.28327 -3.49056
O 5.08907 -2.13033 -3.13249
H 3.70273 -3.12738 -0.67222
H 3.94979 -1.41929 -0.28631
H 2.02617 -2.43694 -2.12113
H 2.69524 -0.77286 -2.27868
H 3.53156 -3.35564 -3.64281
H 3.48318 -1.74172 -4.40434
O -4.50722 -1.07645 0.40765
C -4.18440 -2.05676 1.01832
C -3.18422 -3.13390 0.61444
C -3.04519 -3.92707 1.91561
C -4.45601 -3.78194 2.48359
O -4.84096 -2.43963 2.13101
H -3.59672 -3.73277 -0.19861
H -2.22690 -2.73987 0.28817
H -2.86679 -4.98954 1.73887
H -2.32715 -3.51293 2.62186
H -5.13013 -4.48585 1.98835
H -4.54390 -3.86557 3.56145
C -0.44979 0.29558 -5.12246
C -1.68478 -0.25499 -4.41663
C -1.16793 -1.56678 -3.81423
O 0.26892 -1.56803 -3.96923
C 0.61779 -0.20245 -4.15999
H -0.42952 1.37844 -5.25620
H -0.31860 -0.19322 -6.08926
H -2.53355 -0.37528 -5.09660
H -2.06879 0.44340 -3.66976
H -1.55112 -2.44385 -4.34182
H -1.40408 -1.72563 -2.75925
H 1.64551 -0.06243 -4.49708
H 0.53880 0.30052 -3.18504
C 0.67730 -5.99265 -1.48709
C 0.59888 -5.09166 -2.71955
C -0.60661 -5.68473 -3.42683
O -1.52707 -6.02165 -2.39896
C -0.81577 -6.27901 -1.18657
H 1.15721 -5.51745 -0.63356
H 1.13910 -6.95757 -1.69097
H 1.47219 -5.08459 -3.37421
H 0.42703 -4.05248 -2.42790
H -0.33140 -6.54373 -4.04960
H -1.11684 -4.95915 -4.06528
H -0.90755 -7.34621 -0.97130
H -1.22105 -5.65352 -0.39223
C -0.20292 4.04854 -0.97232
C -0.38480 3.86231 -2.48310
C 0.95356 3.27288 -2.87811
O 1.22242 2.35294 -1.81292
C 0.76840 2.91703 -0.58647
H -1.15722 4.04351 -0.44766
H 0.23710 5.02946 -0.77873
H -0.48220 4.83973 -2.96691
H -1.24568 3.23642 -2.70834
H 1.73271 4.04460 -2.93628
H 0.95213 2.67573 -3.78911
H 1.63694 3.30302 -0.04418
H 0.27222 2.14920 0.00989
C 0.88521 -0.56408 0.73170
C 0.88959 -1.93846 1.37876
C 0.40672 -2.88355 0.26742
O -0.21438 -2.02162 -0.70007
C -0.30162 -0.68801 -0.19692
H 1.79178 -0.30897 0.17231
H 0.74965 0.23874 1.45814
H 0.10993 -1.92376 2.15289
H 1.77502 -2.28331 1.91256
H -0.36499 -3.58558 0.57548
H 1.26111 -3.30085 -0.26666
H -1.21877 -0.63231 0.41434
H -0.40609 0.01983 -1.01494
C 2.04225 3.73753 2.89920
C 2.25686 4.59904 4.14345
C 1.26927 3.94455 5.10889
O 1.22166 2.56109 4.75082
C 1.91474 2.36151 3.52146
H 2.86550 3.85577 2.19520
H 1.11591 4.06516 2.41974
H 2.12889 5.67201 4.00878
H 3.28571 4.48495 4.50604
H 0.27738 4.39775 4.97990
H 1.54123 4.04678 6.15953
H 1.36290 1.67640 2.88106
H 2.91042 1.94922 3.72483
C -2.95364 3.16492 3.37152
C -3.13546 1.71306 3.82352
C -2.97811 0.97677 2.50106
O -1.85663 1.62141 1.90564
C -1.92755 3.01028 2.22709
H -2.63187 3.87210 4.13125
H -3.89424 3.49626 2.92522
H -4.09760 1.54561 4.30987
H -2.34647 1.47387 4.53951
H -3.88447 1.07745 1.90024
H -2.77567 -0.07895 2.68690
H -2.26857 3.56300 1.34771
H -0.93345 3.36438 2.50938
*
```

Gap between HOMO and LUMO (eV): 9.93
Energy relative to the best compared isomer or geometry (same formula, charge and spin) (eV): 0.000
E_HOMO (eV): -9.51
SMILES: COC(=O)OC.COC(=O)OC.O=C1CCCO1.O=C1CCCO1.O=C1CCCO1.C1CCOC1.C1CCOC1.C1CCOC1.C1CCOC1.C1CCOC1.C1CCOC1



[7]
Computed, not measured: an isolated ion of composition C5H10FN3O and charge +2, with ωB97M-V with the def2-TZVPD basis set.

The geometry in ORCA input format:
```
! RIJCOSX wB97M-V def2-TZVPD def2/J DEFGRID3
* xyz 2 1
C 2.34566 1.46648 0.93349
C 3.44788 1.19274 0.29906
C 0.14674 -0.61351 -1.43951
C 0.79760 -0.48701 0.90113
C -1.48040 0.18902 0.15086
N -0.15153 -0.29560 -0.19899
N -0.66662 -0.46959 -2.44484
N 1.26472 0.83955 1.36920
O 0.14189 -1.07288 1.93353
F 4.23131 1.42979 -0.63900
H 2.60316 2.43559 1.43198
H 1.67462 -1.03964 0.52471
H -1.59050 0.17290 1.23270
H -1.63385 1.20439 -0.21549
H -2.24434 -0.47418 -0.25558
H -0.42116 -0.76147 -3.38258
H -1.60317 -0.09936 -2.32815
H 1.12894 -1.03076 -1.64421
H 0.75756 1.20618 2.17138
H 0.62198 -1.77392 2.39816
*
```

Gap between HOMO and LUMO (eV): 8.33
Energy relative to the best compared isomer or geometry (same formula, charge and spin) (eV): 1.527
E_HOMO (eV): -18.35



[8]
Computed, not measured: C7H14IO4P as an isolated structure, with ωB97M-V with the def2-TZVPD basis set.

The geometry in ORCA input format:
```
! RIJCOSX wB97M-V def2-TZVPD def2/J DEFGRID3
* xyz 0 1
C 0.84805 -1.16948 0.50542
C -0.51424 -0.89336 -0.18094
C 1.65835 -2.33422 -0.20596
C 0.79843 -1.68055 1.99791
C -1.68880 -0.81930 0.33398
C -2.02430 2.82311 -1.20002
C -0.63422 2.65181 -1.75577
O 2.02853 2.58479 0.16689
O 1.52077 0.05799 0.43315
O 0.00449 1.66551 1.51416
O 0.01290 1.53932 -1.08147
P 0.99655 1.50990 0.21775
I -0.40691 -1.02946 -2.35789
H 2.71412 -2.04628 -0.01659
H 1.32630 -2.47978 -1.21975
H 1.52027 -3.26423 0.46029
H 1.84454 -1.60528 2.15226
H 0.22724 -2.66612 2.22386
H 0.22974 -0.92742 2.59757
H -0.27677 2.87965 1.62876
H -1.83214 -0.55680 1.29303
H -2.53890 -0.79629 -0.25655
H -2.46836 1.77357 -1.06375
H -2.29587 3.25229 -0.17154
H -2.83807 3.26334 -1.89846
H 0.05339 3.46113 -1.87720
H -0.72688 2.15271 -2.72696
*
```

Gap between HOMO and LUMO (eV): 9.20
Energy relative to the best compared isomer or geometry (same formula, charge and spin) (eV): 1.070
E_HOMO (eV): -9.06